w | Formula: C5H10O
Source: the Open Molecules 2025 dataset
Level of theory: wB97M-V/def2-TZVPD

HOMO = -9.998 eV
orbital gap = 10.4314 eV
molecular weight = 86.134 g mol⁻¹

Structure (ORCA input):
```
! wB97M-V def2-TZVPD RIJCOSX def2/J DEFGRID3
* xyz 0 1
O -0.69 -0.75 1.73
C -1.15 0.17 -0.57
C -0.23 -1.03 -0.78
C 0.70 -0.77 0.35
C 1.09 0.68 0.33
C -0.20 1.34 -0.21
H -1.71 -0.09 0.33
H -1.85 0.37 -1.37
H -0.72 -2.00 -0.71
H 0.32 -0.98 -1.74
H 1.54 -1.49 0.49
H 0.16 -1.24 1.70
H 1.42 1.03 1.31
H 1.95 0.82 -0.36
H -0.64 1.98 0.56
H 0.02 1.96 -1.08
*
```

Mulliken charges, unit e, in atom order:
1 O -0.57
2 C -0.79
3 C -0.56
4 C -0.08
5 C -0.58
6 C -0.51
7 H 0.35
8 H 0.41
9 H 0.28
10 H 0.30
11 H 0.40
12 H 0.22
13 H 0.28
14 H 0.29
15 H 0.25
16 H 0.33



x | Formula: C5H10O
Source: the Open Molecules 2025 dataset
Level of theory: wB97M-V/def2-TZVPD

HOMO = -9.159 eV
orbital gap = 10.2038 eV
molecular weight = 86.134 g mol⁻¹

Structure (ORCA input):
```
! wB97M-V def2-TZVPD RIJCOSX def2/J DEFGRID3
* xyz 0 1
C -2.08 -2.03 -0.52
C -1.53 -1.16 0.59
C -0.06 -0.75 0.36
C 0.28 0.57 0.25
C 1.71 0.97 -0.23
O 1.85 2.36 -0.26
H -1.83 -1.67 -1.57
H -3.17 -1.91 -0.37
H -1.90 -3.10 -0.50
H -1.60 -1.68 1.72
H -1.97 -0.23 0.77
H 0.66 -1.59 0.07
H -0.41 1.49 0.31
H 1.92 0.53 -1.27
H 2.56 0.76 0.51
H 1.06 2.95 -0.26
*
```

Mulliken charges, unit e, in atom order:
1 C -1.01
2 C -0.41
3 C -0.30
4 C -0.24
5 C -0.11
6 O -0.51
7 H 0.29
8 H 0.29
9 H 0.33
10 H 0.23
11 H 0.34
12 H 0.28
13 H 0.11
14 H 0.20
15 H 0.22
16 H 0.29



y | Formula: C5H10O
Source: the Open Molecules 2025 dataset
Level of theory: wB97M-V/def2-TZVPD

HOMO = -10.010 eV
orbital gap = 11.1513 eV
molecular weight = 86.134 g mol⁻¹

Structure (ORCA input):
```
! wB97M-V def2-TZVPD RIJCOSX def2/J DEFGRID3
* xyz 0 1
C 0.79 0.22 -2.18
C 0.26 -0.57 -0.98
C -0.73 0.23 -0.15
O -1.53 -0.51 0.76
C -0.65 0.45 1.31
C 0.46 -0.05 2.20
H -0.03 0.53 -2.83
H 1.46 -0.40 -2.78
H 1.34 1.11 -1.87
H -0.27 -1.46 -1.35
H 1.08 -0.94 -0.37
H -1.28 0.98 -0.72
H -1.17 1.33 1.70
H 0.94 -0.94 1.78
H 0.05 -0.31 3.18
H 1.21 0.73 2.35
*
```

Mulliken charges, unit e, in atom order:
1 C -1.27
2 C -0.26
3 C 0.01
4 O -0.47
5 C 0.08
6 C -1.29
7 H 0.32
8 H 0.36
9 H 0.33
10 H 0.23
11 H 0.23
12 H 0.39
13 H 0.40
14 H 0.35
15 H 0.33
16 H 0.27



z | Formula: C5H10O
Source: the Open Molecules 2025 dataset
Level of theory: wB97M-V/def2-TZVPD

HOMO = -8.309 eV
orbital gap = 9.1616 eV
molecular weight = 86.134 g mol⁻¹

Structure (ORCA input):
```
! wB97M-V def2-TZVPD RIJCOSX def2/J DEFGRID3
* xyz 0 1
C -1.21 1.65 -0.41
C 0.14 0.94 -0.28
C 0.04 -0.61 -0.31
C 1.43 -1.25 -0.30
C -0.93 -0.99 0.79
O -0.24 -1.23 1.89
H -1.87 1.40 0.42
H -1.08 2.74 -0.44
H -1.72 1.35 -1.33
H 0.80 1.24 -1.10
H 0.64 1.24 0.65
H -0.47 -0.87 -1.24
H 2.05 -0.89 0.53
H 1.38 -2.34 -0.22
H 1.93 -1.00 -1.23
H -0.89 -1.40 2.58
*
```

Mulliken charges, unit e, in atom order:
1 C -1.12
2 C -0.59
3 C 0.97
4 C -1.52
5 C -0.82
6 O -0.31
7 H 0.32
8 H 0.36
9 H 0.28
10 H 0.31
11 H 0.27
12 H 0.31
13 H 0.33
14 H 0.36
15 H 0.41
16 H 0.44



Stability summary: most stable y, least stable w.



w | Formula: C5H10O
Source: the Open Molecules 2025 dataset
Level of theory: wB97M-V/def2-TZVPD

HOMO = -9.907 eV
orbital gap = 11.0356 eV
molecular weight = 86.134 g mol⁻¹

Structure (ORCA input):
```
! wB97M-V def2-TZVPD RIJCOSX def2/J DEFGRID3
* xyz 0 1
C 2.18 0.66 -0.73
C 0.81 0.87 -0.08
C 0.22 -0.33 0.69
O -0.68 0.12 1.70
C -1.17 -0.85 0.78
C -2.23 -0.62 -0.26
H 2.90 0.23 -0.02
H 2.59 1.63 -1.05
H 2.14 0.02 -1.62
H 0.94 1.63 0.71
H 0.11 1.32 -0.80
H 0.98 -1.06 0.98
H -1.33 -1.79 1.32
H -2.05 0.28 -0.84
H -3.24 -0.62 0.14
H -2.16 -1.49 -0.93
*
```

Mulliken charges, unit e, in atom order:
1 C -1.22
2 C -0.29
3 C -0.03
4 O -0.46
5 C 0.07
6 C -1.14
7 H 0.33
8 H 0.34
9 H 0.31
10 H 0.22
11 H 0.30
12 H 0.31
13 H 0.35
14 H 0.31
15 H 0.32
16 H 0.28



x | Formula: C5H10O
Source: the Open Molecules 2025 dataset
Level of theory: wB97M-V/def2-TZVPD

HOMO = -9.230 eV
orbital gap = 10.3897 eV
molecular weight = 86.134 g mol⁻¹

Structure (ORCA input):
```
! wB97M-V def2-TZVPD RIJCOSX def2/J DEFGRID3
* xyz 0 1
C -2.24 0.09 0.49
C -0.71 -0.15 -0.15
O -0.80 1.14 -0.76
C 0.48 -0.21 0.84
C 1.72 -1.07 0.71
C 1.82 0.39 0.45
H -2.64 1.15 0.55
H -2.23 -0.26 1.51
H -2.97 -0.41 -0.14
H -0.37 -0.80 -1.01
H -0.57 1.74 -0.05
H 0.19 -0.02 1.87
H 2.18 -1.45 1.63
H 1.82 -1.75 -0.13
H 1.96 0.71 -0.59
H 2.34 1.02 1.17
*
```

Mulliken charges, unit e, in atom order:
1 C -1.06
2 C 0.11
3 O -0.55
4 C -0.26
5 C -0.66
6 C -0.45
7 H 0.28
8 H 0.36
9 H 0.30
10 H 0.29
11 H 0.33
12 H 0.34
13 H 0.24
14 H 0.24
15 H 0.22
16 H 0.27



y | Formula: C5H10O
Source: the Open Molecules 2025 dataset
Level of theory: wB97M-V/def2-TZVPD

HOMO = -10.101 eV
orbital gap = 11.1350 eV
molecular weight = 86.134 g mol⁻¹

Structure (ORCA input):
```
! wB97M-V def2-TZVPD RIJCOSX def2/J DEFGRID3
* xyz 0 1
C 0.39 1.05 1.31
C 0.76 0.77 -0.13
C 1.34 -0.55 -0.56
C -0.03 -0.13 -1.05
C -1.26 -0.92 -0.62
O -2.24 -0.19 0.11
H -0.35 1.85 1.37
H -0.01 0.16 1.82
H 1.28 1.36 1.88
H 1.19 1.64 -0.63
H 2.17 -0.57 -1.25
H 1.35 -1.34 0.18
H -0.07 0.23 -2.07
H -1.78 -1.26 -1.52
H -0.96 -1.82 -0.07
H -1.92 -0.12 1.01
*
```

Mulliken charges, unit e, in atom order:
1 C -1.56
2 C 0.39
3 C -0.79
4 C 0.14
5 C -0.83
6 O -0.53
7 H 0.32
8 H 0.35
9 H 0.36
10 H 0.34
11 H 0.28
12 H 0.24
13 H 0.34
14 H 0.36
15 H 0.29
16 H 0.29



Stability summary: most stable y, least stable x.



w | Formula: C5H10O
Source: the Open Molecules 2025 dataset
Level of theory: wB97M-V/def2-TZVPD

HOMO = -10.197 eV
orbital gap = 11.1731 eV
molecular weight = 86.134 g mol⁻¹

Structure (ORCA input):
```
! wB97M-V def2-TZVPD RIJCOSX def2/J DEFGRID3
* xyz 0 1
O 0.21 -0.42 2.04
C 0.59 0.36 0.92
C -0.62 1.08 0.23
C -1.15 0.00 -0.76
C 0.08 -0.75 -1.24
C 1.16 -0.63 -0.13
H -0.13 0.17 2.73
H 1.35 1.10 1.24
H -1.34 1.36 1.02
H -0.27 2.00 -0.23
H -1.69 0.03 -1.73
H -1.82 -0.65 -0.19
H -0.44 -1.64 -1.66
H 0.48 -0.30 -2.16
H 1.42 -1.55 0.40
H 2.10 -0.22 -0.53
*
```

Mulliken charges, unit e, in atom order:
1 O -0.57
2 C 0.22
3 C -0.76
4 C -0.65
5 C -0.51
6 C -0.84
7 H 0.32
8 H 0.31
9 H 0.40
10 H 0.29
11 H 0.38
12 H 0.23
13 H 0.34
14 H 0.24
15 H 0.32
16 H 0.28



x | Formula: C5H10O
Source: the Open Molecules 2025 dataset
Level of theory: wB97M-V/def2-TZVPD

HOMO = -9.488 eV
orbital gap = 10.6476 eV
molecular weight = 86.134 g mol⁻¹

Structure (ORCA input):
```
! wB97M-V def2-TZVPD RIJCOSX def2/J DEFGRID3
* xyz 0 1
C -1.33 -0.15 1.37
C -0.01 -0.14 0.65
C 0.07 -0.90 -0.69
C 1.30 -0.24 -1.35
O 1.45 1.04 -0.72
C 0.30 1.24 0.08
H -1.63 -1.15 1.70
H -1.28 0.50 2.25
H -2.11 0.24 0.70
H 0.78 -0.55 1.31
H 0.15 -1.98 -0.61
H -0.84 -0.66 -1.26
H 1.18 -0.10 -2.43
H 2.21 -0.84 -1.18
H 0.37 2.14 0.68
H -0.60 1.54 -0.51
*
```

Mulliken charges, unit e, in atom order:
1 C -1.51
2 C 0.44
3 C -0.71
4 C -0.40
5 O -0.40
6 C -0.64
7 H 0.37
8 H 0.37
9 H 0.33
10 H 0.28
11 H 0.37
12 H 0.26
13 H 0.28
14 H 0.28
15 H 0.40
16 H 0.27



y | Formula: C5H10O
Source: the Open Molecules 2025 dataset
Level of theory: wB97M-V/def2-TZVPD

HOMO = -7.167 eV
orbital gap = 7.0019 eV
molecular weight = 86.134 g mol⁻¹

Structure (ORCA input):
```
! wB97M-V def2-TZVPD RIJCOSX def2/J DEFGRID3
* xyz 0 1
C 1.36 -0.57 -1.92
C 1.76 0.60 -0.94
C 0.46 1.11 -0.30
C -0.63 0.34 0.11
C -0.94 -0.07 1.47
O -2.10 -0.97 1.60
H 0.30 -0.56 -2.18
H 1.48 -1.54 -1.39
H 2.03 -0.66 -2.76
H 2.21 1.50 -1.38
H 2.52 0.17 -0.29
H 0.12 2.15 -0.55
H -1.43 0.21 -0.68
H -1.14 0.75 2.15
H -0.10 -0.65 1.90
H -1.76 -1.80 1.93
*
```

Mulliken charges, unit e, in atom order:
1 C -1.03
2 C -0.25
3 C -0.62
4 C -0.24
5 C -0.21
6 O -0.54
7 H 0.30
8 H 0.31
9 H 0.32
10 H 0.30
11 H 0.27
12 H 0.23
13 H 0.39
14 H 0.21
15 H 0.26
16 H 0.30



z | Formula: C5H10O
Source: the Open Molecules 2025 dataset
Level of theory: wB97M-V/def2-TZVPD

HOMO = -9.756 eV
orbital gap = 10.8279 eV
molecular weight = 86.134 g mol⁻¹

Structure (ORCA input):
```
! wB97M-V def2-TZVPD RIJCOSX def2/J DEFGRID3
* xyz 0 1
C 1.99 -0.29 -0.45
C 0.72 -0.53 0.37
C -0.55 0.01 -0.30
C -1.81 -0.50 0.41
C -0.56 1.53 -0.27
O -0.38 2.17 0.73
H 2.18 0.78 -0.61
H 2.87 -0.70 0.06
H 1.92 -0.77 -1.43
H 0.59 -1.60 0.55
H 0.82 -0.04 1.35
H -0.57 -0.32 -1.35
H -1.79 -0.20 1.46
H -2.73 -0.09 -0.04
H -1.85 -1.59 0.35
H -0.78 2.05 -1.23
*
```

Mulliken charges, unit e, in atom order:
1 C -1.19
2 C -0.57
3 C 0.54
4 C -1.51
5 C -0.18
6 O -0.47
7 H 0.31
8 H 0.34
9 H 0.32
10 H 0.35
11 H 0.29
12 H 0.31
13 H 0.33
14 H 0.39
15 H 0.37
16 H 0.37



Stability summary: most stable z, least stable y.



w | Formula: C5H10O
Source: the Open Molecules 2025 dataset
Level of theory: wB97M-V/def2-TZVPD

HOMO = -9.481 eV
orbital gap = 10.4802 eV
molecular weight = 86.134 g mol⁻¹

Structure (ORCA input):
```
! wB97M-V def2-TZVPD RIJCOSX def2/J DEFGRID3
* xyz 0 1
C 1.54 -0.15 1.17
C 0.92 0.00 -0.21
C 0.06 -1.09 -0.81
C -0.55 0.22 -0.44
C -1.54 0.33 0.70
O -0.90 1.00 -1.55
H 2.51 -0.66 1.10
H 1.71 0.82 1.65
H 0.90 -0.74 1.83
H 1.55 0.52 -0.93
H 0.17 -1.31 -1.87
H -0.17 -1.96 -0.19
H -2.55 0.10 0.35
H -1.55 1.34 1.12
H -1.30 -0.36 1.52
H -0.80 1.93 -1.30
*
```

Mulliken charges, unit e, in atom order:
1 C -1.36
2 C 0.03
3 C -0.93
4 C 1.01
5 C -1.37
6 O -0.57
7 H 0.38
8 H 0.30
9 H 0.27
10 H 0.38
11 H 0.29
12 H 0.25
13 H 0.32
14 H 0.35
15 H 0.31
16 H 0.36



x | Formula: C5H10O
Source: the Open Molecules 2025 dataset
Level of theory: wB97M-V/def2-TZVPD

HOMO = -8.517 eV
orbital gap = 9.4088 eV
molecular weight = 86.134 g mol⁻¹

Structure (ORCA input):
```
! wB97M-V def2-TZVPD RIJCOSX def2/J DEFGRID3
* xyz 0 1
C -0.83 -0.49 -1.12
C 0.22 -0.28 -0.03
C 1.64 -0.69 -0.40
C 0.12 1.12 0.64
C -0.44 0.55 1.91
O -1.76 0.48 1.85
H -0.82 -1.53 -1.46
H -1.83 -0.28 -0.74
H -0.66 0.16 -1.99
H 2.27 -0.60 0.49
H 2.07 -0.08 -1.20
H 1.65 -1.74 -0.71
H 1.09 1.60 0.77
H -0.56 1.81 0.10
H -0.03 -0.98 0.80
H -2.13 0.96 1.08
*
```

Mulliken charges, unit e, in atom order:
1 C -1.36
2 C 1.18
3 C -1.57
4 C -0.75
5 C -0.43
6 O -0.25
7 H 0.36
8 H 0.29
9 H 0.34
10 H 0.40
11 H 0.36
12 H 0.37
13 H 0.28
14 H 0.38
15 H 0.10
16 H 0.29



Stability summary: most stable w, least stable x.